Entry 1:
This record from OMol25 describes a molecular structure, C23H16AsO5Sr. The level of theory is the ωB97M-V functional and the def2-TZVPD basis.

* calculated total energy: -3528.37162 Ha
* HOMO (spin up / spin down): -8.981 / -8.984 eV
* charge: +1
* ΔE to the lowest compared entry with this formula, charge and spin: 0.0 kcal per mole

```
46
C23H16AsO5Sr (the ωB97M-V functional and the def2-TZVPD basis)
O 1.66 4.60 -5.75
C 1.66 3.62 -5.15
Sr 1.06 2.28 -2.81
O 0.35 5.86 -3.28
C 0.51 4.75 -3.02
C 2.01 -0.16 -3.89
O 2.20 -1.31 -3.69
C 3.74 2.12 -2.20
O 4.84 2.01 -1.90
C -0.99 1.17 -4.28
O -1.87 0.64 -4.79
H 2.22 0.35 -4.91
C -4.12 -2.78 0.29
C -4.14 -1.41 -0.04
C -2.98 -0.64 0.05
C -1.77 -1.26 0.45
C -1.76 -2.60 0.86
C -2.94 -3.35 0.76
As -0.15 -0.17 0.21
C -0.47 1.07 1.68
C -0.38 2.43 1.34
C -0.77 3.43 2.24
C -1.21 3.06 3.52
C -1.24 1.71 3.90
C -0.87 0.71 2.97
C 1.17 -1.46 0.79
C 2.07 -1.23 1.84
C 3.19 -2.06 2.00
C 3.40 -3.13 1.12
C 2.47 -3.40 0.09
C 1.36 -2.57 -0.05
H -5.03 -3.37 0.19
H -5.06 -0.93 -0.38
H -2.98 0.42 -0.21
H -0.84 -3.06 1.24
H -2.92 -4.41 1.04
H -0.03 2.71 0.34
H -0.74 4.48 1.94
H -1.51 3.83 4.22
H -1.57 1.44 4.91
H -0.92 -0.33 3.27
H 1.91 -0.40 2.51
H 3.90 -1.88 2.81
H 4.29 -3.77 1.22
H 2.63 -4.25 -0.59
H 0.65 -2.78 -0.85
```

Entry 2:
This record from OMol25 describes a molecular structure, C23H16Cl5N5O4SY. The level of theory is the ωB97M-V functional and the def2-TZVPD basis.

* calculated total energy: -4198.57252 Ha
* HOMO: -5.424 eV
* charge: -1

```
55
C23H16Cl5N5O4SY (the ωB97M-V functional and the def2-TZVPD basis)
Y 0.11 0.84 0.01
C 5.83 -0.37 -0.94
C 5.75 0.35 0.41
N 4.70 1.35 0.45
C 3.39 1.06 0.57
S 2.31 2.41 0.41
N 3.12 -0.21 0.84
N 1.82 -0.49 1.02
C 1.49 -1.71 1.27
C 2.48 -2.83 1.33
C 0.08 -1.95 1.63
C -0.38 -3.21 2.00
C -1.68 -3.34 2.46
C -2.49 -2.22 2.55
C -1.97 -1.01 2.12
N -0.74 -0.88 1.66
H 6.58 -1.17 -0.90
H 6.10 0.32 -1.73
H 4.86 -0.81 -1.18
H 6.69 0.85 0.63
H 5.56 -0.37 1.21
H 4.91 2.28 0.12
H 3.39 -2.52 0.83
H 2.09 -3.73 0.84
H 2.72 -3.08 2.36
H 0.27 -4.07 1.94
H -2.05 -4.32 2.75
H -3.50 -2.28 2.92
H -2.57 -0.11 2.15
O -5.31 -2.37 -3.88
C -4.27 -1.90 -4.37
O -3.87 -1.84 -5.54
C -3.30 -1.30 -3.31
C -3.72 -1.10 -2.00
C -2.83 -0.59 -1.08
N -1.56 -0.30 -1.37
C -1.15 -0.46 -2.64
C -1.99 -0.95 -3.63
C 0.29 -0.09 -2.94
O 0.72 -0.14 -4.07
O 0.96 0.28 -1.89
H -4.73 -1.36 -1.74
H -3.15 -0.40 -0.06
H -1.63 -1.05 -4.64
Cl -1.53 3.04 -1.81
C -1.82 3.48 -0.14
C -1.24 2.66 0.81
C -1.42 3.08 2.13
Cl -0.63 2.13 3.36
C -2.15 4.20 2.49
Cl -2.34 4.65 4.14
C -2.74 4.97 1.49
Cl -3.66 6.36 1.90
C -2.57 4.62 0.15
Cl -3.26 5.58 -1.10
```

Entry 3:
This record from OMol25 describes a molecular structure, C23H16MnN9O4S. The level of theory is the ωB97M-V functional and the def2-TZVPD basis.

* calculated total energy: -3228.67190 Ha
* HOMO (spin up / spin down): -11.282 / -11.488 eV
* charge: +1
* 2S+1: 2

```
54
C23H16MnN9O4S (the ωB97M-V functional and the def2-TZVPD basis)
Mn -0.45 0.20 0.23
N -0.05 4.31 -0.79
C -0.02 2.99 -0.80
S -1.52 2.09 -0.85
N 1.15 2.34 -0.84
N 1.00 1.03 -0.75
C 1.85 0.22 -1.37
C 3.07 0.65 -2.06
C 4.26 -0.05 -1.82
C 5.42 0.32 -2.48
C 5.40 1.37 -3.39
C 4.22 2.06 -3.63
C 3.06 1.71 -2.97
C 1.40 -1.15 -1.40
C 1.93 -2.16 -2.12
C 1.33 -3.47 -2.12
C 0.14 -3.67 -1.54
C -0.61 -2.56 -0.88
N 0.20 -1.36 -0.60
H -0.94 4.78 -0.72
H 0.81 4.84 -0.73
H 4.29 -0.84 -1.09
H 6.34 -0.20 -2.28
H 6.31 1.65 -3.91
H 4.20 2.88 -4.34
H 2.14 2.24 -3.18
H 2.80 -1.98 -2.73
H 1.85 -4.28 -2.61
H -0.33 -4.64 -1.52
H -1.45 -2.27 -1.53
C -3.78 1.05 1.66
C -3.22 -0.32 1.63
N -2.24 -0.78 0.86
C -2.12 -2.13 1.16
C -3.04 -2.46 2.13
N -3.71 -1.31 2.39
C -3.44 -3.67 2.94
O -2.78 -4.78 2.78
O -4.36 -3.53 3.71
C -1.23 -3.05 0.45
O -1.04 -4.19 0.80
O 0.52 -1.22 0.73
H -3.16 1.74 1.10
H -3.88 1.41 2.68
H -4.78 1.04 1.21
H -4.45 -1.28 3.07
H -2.07 -4.71 2.10
N -0.47 1.27 1.77
C -0.81 1.99 2.62
C -1.26 2.99 3.43
C -1.22 4.27 2.84
N -1.16 5.28 2.27
C -1.81 2.76 4.72
N -2.29 2.57 5.75
```

Entry 4:
This record from OMol25 describes a molecular structure, C23H17AgBrF10N4. The level of theory is the ωB97M-V functional and the def2-TZVPD basis.

* calculated total energy: -4825.28507 Ha
* HOMO: -3.912 eV
* charge: -1
* ΔE to the lowest compared entry with this formula, charge and spin: 8.7 kcal per mole

```
56
C23H17AgBrF10N4 (the ωB97M-V functional and the def2-TZVPD basis)
Ag -0.55 -0.18 -0.74
C -0.70 0.71 3.83
N -0.71 0.27 2.47
C -2.00 0.38 1.83
C -2.24 1.68 1.07
N -1.63 1.66 -0.24
C -1.73 2.72 -1.04
C -1.15 2.69 -2.34
F -0.52 1.57 -2.75
C -1.19 3.73 -3.24
F -0.62 3.59 -4.45
C -1.82 4.93 -2.93
F -1.86 5.95 -3.81
C -2.40 5.02 -1.68
F -3.02 6.16 -1.32
C -2.35 3.97 -0.78
F -2.96 4.22 0.42
C 0.10 -0.91 2.23
C 1.50 -0.64 1.67
N 1.50 -0.58 0.22
C 2.60 -0.15 -0.40
C 3.78 0.44 0.12
F 3.93 0.65 1.46
C 4.86 0.84 -0.65
F 5.93 1.38 -0.05
C 4.85 0.71 -2.03
F 5.89 1.11 -2.78
C 3.72 0.14 -2.60
F 3.67 -0.03 -3.93
C 2.67 -0.27 -1.82
F 1.61 -0.83 -2.47
H -1.13 1.71 3.92
H 0.31 0.76 4.22
H -1.29 0.05 4.50
H -2.81 0.28 2.58
H -2.14 -0.47 1.15
H -1.83 2.49 1.69
H -3.32 1.85 1.03
H -0.44 -1.59 1.55
H 0.22 -1.46 3.18
H 2.15 -1.45 2.04
H 1.85 0.28 2.15
C 1.13 -4.72 0.34
C -0.17 -4.07 -0.04
C -1.38 -4.40 0.57
C -2.54 -3.74 0.23
C -2.44 -2.73 -0.72
Br -4.00 -1.75 -1.19
N -1.32 -2.38 -1.31
C -0.21 -3.06 -0.99
H 1.01 -5.79 0.51
H 1.53 -4.27 1.25
H 1.87 -4.58 -0.44
H -1.42 -5.18 1.32
H -3.49 -3.97 0.68
H 0.70 -2.74 -1.48
```

Entry 5:
This record from OMol25 describes a molecular structure, C23H17BrIN5O6S2Ti. The level of theory is the ωB97M-V functional and the def2-TZVPD basis.

* calculated total energy: -6129.58353 Ha
* HOMO: 0.038 eV
* charge: -2
* ΔE to the lowest compared entry with this formula, charge and spin: 8.3 kcal per mole

```
56
C23H17BrIN5O6S2Ti (the ωB97M-V functional and the def2-TZVPD basis)
Ti 0.25 0.69 -0.55
I -1.14 -1.76 -1.95
C -2.84 -2.08 -0.78
C -3.90 -2.67 -1.42
C -5.13 -2.86 -0.76
C -5.28 -2.43 0.52
C -4.21 -1.80 1.21
C -4.43 -1.33 2.52
C -3.41 -0.73 3.20
C -2.14 -0.61 2.61
C -1.87 -1.06 1.34
C -2.94 -1.64 0.58
H -3.79 -2.97 -2.45
H -5.95 -3.34 -1.29
H -6.23 -2.54 1.04
H -5.41 -1.45 2.96
H -3.57 -0.34 4.20
H -1.34 -0.13 3.16
O 2.12 -2.41 -0.86
S 2.91 -1.36 -0.27
O 3.74 -1.74 0.86
O 2.19 -0.09 -0.02
C 4.11 -0.94 -1.56
C 5.34 -1.56 -1.45
C 6.32 -1.40 -2.42
C 6.06 -0.59 -3.52
C 4.83 0.04 -3.63
C 3.85 -0.12 -2.66
S 2.36 0.86 -2.89
O 1.24 0.01 -2.42
O 2.32 1.11 -4.32
O 2.53 2.02 -2.04
H 5.52 -2.18 -0.59
H 7.27 -1.90 -2.32
H 6.81 -0.45 -4.29
H 4.60 0.67 -4.48
N 0.73 3.31 2.67
C 2.08 3.26 2.24
C 2.18 2.46 1.16
N 0.91 2.02 0.78
C 0.04 2.59 1.67
C -1.27 2.33 1.41
N -1.48 1.55 0.32
C -2.85 1.57 0.11
C -3.47 2.30 1.06
N -2.49 2.75 1.99
H 0.37 4.22 2.92
H 2.86 3.76 2.79
H 3.05 2.14 0.62
H -3.29 1.05 -0.72
H -4.52 2.48 1.22
H -2.54 3.73 2.23
Br -1.04 2.01 -2.59
N 0.43 -1.51 1.61
C -0.43 -0.87 0.91
H -0.03 -2.12 2.30
```

Entry 6:
This record from OMol25 describes a molecular structure, C23H17F10N5SSe4V. The level of theory is the ωB97M-V functional and the def2-TZVPD basis.

* calculated total energy: -13107.14108 Ha
* HOMO (spin up / spin down): -0.434 / -2.402 eV
* charge: -2
* 2S+1: 4

```
61
C23H17F10N5SSe4V (the ωB97M-V functional and the def2-TZVPD basis)
V -0.66 0.97 -0.65
C 1.81 -0.25 -2.20
N 1.50 0.45 -0.95
C 2.20 1.75 -0.90
C 1.39 2.79 -1.65
N 0.03 2.72 -1.14
C -0.61 3.95 -1.03
C -0.45 4.76 0.09
F 0.36 4.35 1.08
C -1.12 5.95 0.26
F -0.95 6.69 1.37
C -1.98 6.39 -0.73
F -2.63 7.56 -0.59
C -2.14 5.64 -1.88
F -2.95 6.08 -2.85
C -1.46 4.44 -2.03
F -1.61 3.76 -3.16
C 1.88 -0.40 0.20
C 1.22 0.11 1.46
N -0.19 0.35 1.18
C -1.04 0.18 2.25
C -0.85 0.78 3.50
F 0.20 1.61 3.68
C -1.71 0.59 4.56
F -1.48 1.21 5.74
C -2.82 -0.20 4.42
F -3.67 -0.38 5.44
C -3.05 -0.82 3.20
F -4.13 -1.61 3.06
C -2.18 -0.64 2.15
F -2.41 -1.29 1.02
H 2.88 -0.46 -2.26
H 1.25 -1.18 -2.23
H 1.52 0.36 -3.05
H 2.26 2.07 0.14
H 3.22 1.63 -1.29
H 1.84 3.78 -1.48
H 1.43 2.60 -2.73
H 1.53 -1.40 -0.02
H 2.98 -0.42 0.30
H 1.34 -0.66 2.24
H 1.73 1.01 1.84
Se -2.98 1.95 0.20
Se -4.28 1.83 -1.73
Se -3.65 -0.29 -2.46
Se -1.39 0.07 -2.90
N 2.69 -7.18 -1.58
C 2.39 -6.53 -0.36
S 3.09 -7.17 1.06
C 1.55 -5.39 -0.43
C 1.08 -4.85 -1.66
C 0.26 -3.75 -1.66
N -0.17 -3.10 -0.57
C 0.26 -3.62 0.60
C 1.09 -4.70 0.73
H 3.09 -8.08 -1.39
H 1.89 -7.26 -2.20
H 1.40 -5.26 -2.61
H -0.09 -3.33 -2.61
H -0.09 -3.10 1.49
H 1.40 -5.05 1.70
```

Entry 7:
This record from OMol25 describes a molecular structure, C23H18AgN2O2. The level of theory is the ωB97M-V functional and the def2-TZVPD basis.

* calculated total energy: -1294.22040 Ha
* HOMO: -4.154 eV
* charge: -1
* ΔE to the lowest compared entry with this formula, charge and spin: 1.2 kcal per mole

```
46
C23H18AgN2O2 (the ωB97M-V functional and the def2-TZVPD basis)
Ag -0.28 1.95 0.71
C 1.85 2.73 -2.46
O 0.99 1.67 -2.11
C 1.54 0.45 -1.91
C 2.84 0.13 -2.27
C 3.33 -1.15 -2.06
C 2.53 -2.12 -1.48
C 1.24 -1.79 -1.09
C 0.73 -0.52 -1.29
N -0.55 -0.09 -0.83
N -1.24 -1.04 -0.38
C -2.46 -0.77 0.21
C -2.94 0.51 0.56
O -2.42 1.64 0.27
C -4.19 0.55 1.32
C -4.88 -0.56 1.64
C -4.43 -1.86 1.26
C -5.17 -3.01 1.57
C -4.73 -4.26 1.20
C -3.53 -4.37 0.49
C -2.79 -3.26 0.17
C -3.21 -1.96 0.55
H 2.63 2.87 -1.70
H 1.22 3.62 -2.49
H 2.30 2.57 -3.44
H 3.49 0.88 -2.71
H 4.35 -1.38 -2.35
H 2.91 -3.12 -1.31
H 0.61 -2.52 -0.60
H -4.52 1.54 1.61
H -5.81 -0.48 2.21
H -6.10 -2.89 2.12
H -5.31 -5.14 1.44
H -3.17 -5.34 0.18
H -1.86 -3.36 -0.38
C 4.52 2.92 1.27
C 3.62 3.97 1.16
C 2.25 3.72 1.10
C 1.72 2.42 1.13
C 2.66 1.39 1.25
C 4.03 1.63 1.31
H 5.59 3.12 1.31
H 3.98 5.00 1.13
H 1.58 4.57 1.01
H 2.33 0.35 1.27
H 4.72 0.79 1.39
```

Entry 8:
This record from OMol25 describes a molecular structure, C23H18BrCuN2O4S. The level of theory is the ωB97M-V functional and the def2-TZVPD basis.

* calculated total energy: -5910.47717 Ha
* HOMO (spin up / spin down): -4.757 / -4.706 eV
* charge: -1
* 2S+1: 2
* ΔE to the lowest compared entry with this formula, charge and spin: 0.0 kcal per mole

```
50
C23H18BrCuN2O4S (the ωB97M-V functional and the def2-TZVPD basis)
Cu 1.15 2.02 -0.47
O -0.46 -2.34 -2.86
C 0.78 -2.17 -3.43
C 1.20 -2.94 -4.51
C 2.47 -2.76 -5.03
C 3.32 -1.82 -4.48
C 2.88 -1.05 -3.40
C 1.62 -1.21 -2.87
C 1.16 -0.33 -1.71
O 2.01 0.69 -1.46
N 1.04 -1.23 -0.53
N 0.93 -0.66 0.65
C 0.52 -1.36 1.64
C 0.50 -0.86 3.00
Br 1.53 0.69 3.34
C -0.13 -1.44 4.04
C -1.03 -2.59 3.96
C -1.00 -3.56 4.96
C -1.85 -4.65 4.93
C -2.76 -4.80 3.90
C -2.82 -3.83 2.90
C -1.97 -2.74 2.93
H -0.99 -2.91 -3.42
H 0.52 -3.68 -4.93
H 2.79 -3.36 -5.87
H 4.31 -1.67 -4.88
H 3.51 -0.29 -2.96
H 0.14 0.03 -1.95
H 0.58 -2.12 -0.68
H 0.22 -2.40 1.51
H 0.05 -1.04 5.03
H -0.29 -3.45 5.77
H -1.80 -5.39 5.72
H -3.43 -5.65 3.87
H -3.55 -3.92 2.10
H -2.05 -1.97 2.18
O -1.65 3.70 -2.84
C -0.88 3.57 -1.89
O -0.22 2.49 -1.69
C -0.68 4.77 -0.97
C -1.18 5.97 -1.46
C -1.12 7.15 -0.74
C -0.55 7.13 0.53
C -0.05 5.95 1.03
C -0.09 4.75 0.31
S 0.58 3.35 1.16
H -1.64 5.94 -2.44
H -1.52 8.07 -1.15
H -0.49 8.03 1.13
H 0.40 5.93 2.02
```